1.
{"formula": "C38H55N10O2", "method": "ωB97M-V/def2-TZVPD", "species": ["C", "C", "O", "O", "C", "C", "C", "C", "C", "C", "N", "C", "N", "N", "C", "H", "H", "H", "H", "H", "H", "H", "H", "H", "H", "H", "H", "H", "H", "H", "H", "H", "H", "H", "H", "N", "C", "C", "C", "C", "H", "H", "H", "H", "H", "N", "C", "C", "C", "C", "H", "H", "H", "H", "H", "N", "C", "C", "C", "C", "H", "H", "H", "H", "H", "N", "C", "C", "C", "C", "H", "H", "H", "H", "H", "N", "C", "C", "C", "C", "H", "H", "H", "H", "H", "N", "C", "C", "C", "C", "H", "H", "H", "H", "H", "N", "C", "C", "C", "C", "H", "H", "H", "H", "H"], "coordinates": [[3.19358, -0.40528, -0.07569], [4.43060, 0.25879, -0.58994], [5.36206, 0.60284, 0.07486], [4.38695, 0.45064, -1.92642], [5.29058, 1.43369, -2.48282], [5.07987, 2.80571, -1.87851], [3.74259, 3.43848, -2.26308], [2.63786, 3.09744, -1.24561], [1.30419, 2.68443, -1.85011], [0.23482, 2.48364, -0.79454], [-1.07391, 2.24458, -1.45932], [-1.08439, 1.45073, -2.55184], [-2.18138, 0.74822, -2.84227], [-0.00728, 1.37051, -3.35075], [1.31224, 1.39885, -2.66598], [2.33833, -0.25692, -0.73651], [2.97694, -0.00819, 0.92087], [3.36089, -1.48166, 0.00025], [5.03291, 1.44623, -3.54583], [6.32633, 1.09683, -2.39621], [5.91502, 3.43765, -2.20069], [5.15728, 2.74036, -0.79102], [3.86191, 4.52292, -2.33676], [3.44684, 3.10450, -3.26671], [2.44146, 3.97143, -0.61281], [2.98972, 2.29232, -0.58507], [0.95391, 3.47632, -2.52736], [0.13519, 3.36627, -0.15982], [0.48978, 1.61545, -0.17533], [-1.77429, 1.89957, -0.81003], [-3.12913, 1.00865, -2.59868], [-2.07141, -0.08908, -3.39378], [-0.10367, 0.59887, -4.00298], [2.11736, 1.34069, -3.39665], [1.35372, 0.51373, -2.02040], [3.76967, 2.14692, 2.72553], [2.43277, 2.38883, 2.89515], [2.00078, 1.62834, 3.94913], [3.11983, 0.89542, 4.43319], [4.19558, 1.24194, 3.65998], [4.35756, 2.56881, 2.02859], [1.89930, 3.08545, 2.27017], [0.99130, 1.61768, 4.32994], [3.13579, 0.20234, 5.25876], [5.22292, 0.92298, 3.69740], [-5.75683, -0.23835, -2.81093], [-5.92794, -1.46373, -2.22407], [-6.07036, -1.27016, -0.87700], [-5.99014, 0.12869, -0.63854], [-5.79465, 0.74173, -1.84735], [-5.64902, -0.08154, -3.79712], [-5.94535, -2.36530, -2.81225], [-6.22952, -2.04252, -0.14364], [-6.07724, 0.62960, 0.31102], [-5.70112, 1.78403, -2.10674], [1.25772, -2.19463, 5.67863], [1.19018, -1.51522, 6.86748], [1.54491, -2.38208, 7.86451], [1.83732, -3.63335, 7.25524], [1.65190, -3.48625, 5.90790], [1.05925, -1.80282, 4.77727], [0.90097, -0.47819, 6.90274], [1.59231, -2.14754, 8.91447], [2.15043, -4.53602, 7.75208], [1.76897, -4.18689, 5.09905], [-7.18243, 3.25150, -5.94559], [-8.47919, 3.62643, -5.73520], [-8.97724, 2.86455, -4.71395], [-7.94113, 1.99082, -4.28646], [-6.84449, 2.25725, -5.06761], [-6.57651, 3.64408, -6.64241], [-8.93812, 4.39922, -6.32728], [-9.97617, 2.92180, -4.31606], [-8.00228, 1.25894, -3.49897], [-5.85311, 1.83379, -5.08522], [3.89360, -6.13254, 0.34117], [4.76952, -5.76120, -0.64051], [5.20713, -4.49452, -0.35549], [4.56570, -4.08792, 0.84777], [3.76166, -5.12093, 1.25059], [3.41922, -7.01621, 0.38690], [5.01521, -6.42729, -1.44945], [5.91466, -3.92667, -0.93731], [4.68698, -3.14781, 1.35967], [3.11521, -5.22225, 2.10567], [-1.88226, 0.12585, 3.38639], [-2.03077, 0.68540, 2.14661], [-3.36938, 0.83186, 1.90661], [-4.05725, 0.32971, 3.04594], [-3.11223, -0.09972, 3.93838], [-1.00321, -0.08289, 3.82444], [-1.17056, 0.94273, 1.54881], [-3.81734, 1.25053, 1.02001], [-5.12314, 0.29579, 3.19597], [-3.21180, -0.53299, 4.91876], [-0.42472, -2.13730, 0.37728], [0.72057, -2.87612, 0.47677], [1.16557, -3.13976, -0.79116], [0.23913, -2.54327, -1.69461], [-0.73811, -1.94136, -0.93768], [-0.97931, -1.80573, 1.14906], [1.12912, -3.15151, 1.43393], [2.05285, -3.70036, -1.04013], [0.28084, -2.57783, -2.77206], [-1.63105, -1.40150, -1.20664]], "forces_ev_per_angstrom": [[-0.2, -0.1, 0.2], [-0.1, -0.2, -0.6], [0.4, 0.2, 0.6], [-0.5, 0.2, -0.2], [0.2, -0.3, -0.1], [0.3, 0.3, -0.1], [-0.1, 0.0, 0.0], [-0.1, -0.1, 0.2], [0.0, 0.1, -0.3], [-0.1, 0.6, 0.0], [0.1, -1.1, 0.1], [0.0, 0.5, 0.3], [-0.1, -0.2, -0.5], [-0.1, -1.3, 0.4], [-0.1, 0.2, 0.0], [0.2, -0.1, 0.2], [0.1, -0.1, -0.1], [0.0, 0.0, 0.1], [0.1, 0.0, 0.1], [-0.1, 0.0, 0.2], [-0.1, -0.1, -0.1], [0.1, 0.1, -0.1], [-0.1, -0.1, 0.0], [0.1, 0.0, 0.1], [0.1, -0.2, 0.0], [-0.1, 0.2, 0.0], [0.2, 0.0, 0.1], [-0.1, -0.1, 0.0], [-0.1, 0.1, 0.1], [-0.1, 0.5, 0.1], [0.1, 0.0, 0.4], [-0.2, 0.2, -0.2], [0.1, 0.3, -0.3], [-0.2, 0.1, -0.1], [0.2, 0.2, -0.2], [0.0, 0.0, 0.0], [0.1, 0.0, -0.1], [-0.1, -0.1, 0.0], [0.0, 0.0, 0.0], [0.0, 0.0, -0.1], [0.0, -0.1, 0.0], [0.0, 0.1, 0.0], [0.0, 0.0, 0.1], [0.0, 0.0, 0.0], [0.0, 0.0, 0.0], [0.2, 0.0, 0.0], [0.0, 0.0, 0.0], [0.0, 0.0, 0.0], [0.1, 0.0, 0.0], [0.2, 0.1, -0.1], [-0.2, 0.0, 0.0], [0.0, 0.0, 0.0], [0.0, 0.0, 0.0], [0.0, 0.0, 0.0], [-0.1, 0.0, 0.0], [-0.1, 0.0, 0.0], [0.0, 0.0, 0.0], [0.0, 0.0, 0.0], [0.0, 0.0, 0.0], [0.0, 0.0, 0.0], [0.1, 0.0, 0.0], [0.0, 0.0, 0.0], [0.0, 0.0, 0.0], [0.0, 0.0, 0.0], [0.0, 0.0, 0.0], [0.0, 0.0, 0.0], [0.0, 0.0, 0.0], [0.0, 0.0, 0.0], [0.0, 0.1, -0.1], [0.0, 0.0, 0.0], [0.0, 0.0, 0.0], [0.0, 0.0, 0.0], [0.0, 0.0, 0.0], [0.0, 0.0, 0.0], [0.0, 0.0, 0.0], [-0.1, 0.0, 0.0], [0.0, 0.0, 0.0], [0.0, 0.0, 0.0], [0.0, 0.1, -0.1], [-0.1, 0.0, 0.0], [0.0, 0.0, 0.0], [0.0, 0.0, 0.0], [0.0, 0.0, 0.0], [0.0, 0.0, 0.1], [0.0, 0.0, 0.0], [0.1, -0.2, 0.0], [0.2, 0.1, -0.1], [-0.1, -0.1, 0.0], [0.0, 0.0, 0.0], [0.0, 0.1, 0.0], [0.0, 0.1, 0.0], [0.0, 0.0, 0.1], [0.0, 0.0, 0.0], [0.0, 0.0, 0.0], [0.0, 0.0, 0.0], [-0.1, 0.0, 0.1], [0.0, 0.0, -0.1], [0.0, 0.0, -0.1], [0.1, 0.0, 0.1], [0.1, 0.2, 0.0], [0.0, 0.0, 0.0], [0.0, 0.0, 0.0], [0.0, 0.0, 0.0], [0.0, -0.1, 0.0], [0.0, -0.1, 0.0]], "total_charge": 1}

***

2.
{"formula": "C5H8S2", "method": "ωB97M-V/def2-TZVPD", "species": ["C", "C", "C", "C", "C", "S", "S", "H", "H", "H", "H", "H", "H", "H", "H"], "coordinates": [[0.45181, 0.62926, -0.56669], [0.23265, -0.60281, -0.22242], [-0.70675, 2.38988, 0.21627], [1.06030, -1.65703, -0.93772], [-0.75106, -1.24181, 0.65348], [-1.72390, 3.23173, -0.59782], [0.14976, 2.51079, 1.66620], [1.29064, 0.83984, -1.16842], [1.50473, -2.29424, -0.21470], [0.31633, -2.14648, -1.79658], [1.79926, -1.12130, -1.51109], [-1.55870, -1.72399, 0.12466], [-1.36598, -0.58859, 1.29240], [-0.29184, -2.05786, 1.21468], [-0.40725, 3.83262, 1.84775]], "forces_ev_per_angstrom": [[-2.3, 2.9, 1.8], [-0.1, -1.5, -0.5], [3.2, -3.8, -0.9], [-2.3, 0.6, -2.7], [-1.6, 0.2, 1.2], [-0.9, 0.6, -0.6], [-1.1, 2.3, 0.0], [0.6, 1.1, -0.8], [0.3, -1.1, 0.2], [2.0, 0.6, 2.5], [0.6, -0.2, -0.2], [0.0, -0.4, -0.9], [0.8, 0.1, 0.2], [0.0, 0.3, 0.3], [0.8, -1.6, 0.5]], "e_above_lowest_kcal_mol": 100.44}

***

3.
{"formula": "C19H20N4O3", "method": "ωB97M-V/def2-TZVPD", "species": ["C", "C", "C", "N", "C", "O", "N", "C", "O", "H", "H", "H", "H", "H", "C", "N", "C", "C", "N", "C", "C", "C", "C", "C", "C", "C", "C", "C", "C", "C", "O", "H", "H", "H", "H", "H", "H", "H", "H", "H", "H", "H", "H", "H", "H", "H"], "coordinates": [[1.13432, -1.46209, 3.11748], [0.32781, -2.00467, 1.97824], [-1.04605, -2.13444, 1.92186], [-1.76611, -2.51689, 0.80807], [-1.04121, -3.16634, -0.15971], [-1.52123, -3.91619, -1.00954], [0.32647, -2.97253, -0.16461], [1.09786, -2.34901, 0.79484], [2.29548, -2.16426, 0.57821], [2.17801, -1.43652, 2.76119], [0.82881, -0.43814, 3.38766], [1.09585, -2.09209, 4.02392], [-1.63556, -1.89865, 2.80625], [0.79449, -3.41008, -0.93786], [-4.07113, 0.35012, 2.53313], [-4.65535, 0.86727, 1.30680], [-5.07986, 2.17989, 1.19445], [-5.43026, 2.37740, -0.09541], [-5.33460, 1.15982, -0.74075], [-5.70926, 0.95904, -2.12404], [-4.85208, 0.22887, 0.11930], [-4.26974, -1.06083, -0.31789], [-4.27353, -2.06489, 0.69680], [-3.34646, -3.16399, 0.64260], [-3.53765, -4.26400, 1.71194], [-2.73341, -5.39744, 1.62624], [-2.65276, -6.25118, 2.72864], [-3.62014, -6.16712, 3.73253], [-4.55707, -5.13228, 3.71398], [-4.47863, -4.12847, 2.73081], [-3.74967, -1.20635, -1.44392], [-3.26753, -0.37390, 2.32695], [-3.69365, 1.22447, 3.08174], [-4.82505, -0.12531, 3.17992], [-5.04268, 2.85486, 2.02772], [-5.67510, 3.27864, -0.61416], [-5.72099, -0.10725, -2.35936], [-6.70402, 1.39233, -2.29542], [-4.99185, 1.46094, -2.78553], [-4.97396, -1.90295, 1.51623], [-3.16645, -3.57553, -0.40618], [-2.15329, -5.60462, 0.72163], [-1.83498, -6.96822, 2.79777], [-3.68008, -6.95244, 4.48933], [-5.34098, -5.05870, 4.46790], [-5.15086, -3.26210, 2.79928]], "forces_ev_per_angstrom": [[0.2, 0.1, 0.4], [-1.2, 0.1, 0.0], [0.8, 0.3, 0.2], [-0.5, -1.9, -0.3], [0.5, -0.6, -1.1], [0.8, 0.4, 0.1], [-0.4, 0.1, 0.0], [0.5, 0.0, -0.8], [-0.9, -0.2, 0.6], [-0.4, 0.1, 0.3], [0.1, -0.3, 0.0], [-0.1, 0.2, -0.4], [0.0, 0.0, -0.1], [0.2, 0.0, -0.2], [0.1, 0.0, 0.8], [-0.7, -0.3, -0.6], [0.4, -0.2, -0.4], [-0.1, -0.5, 0.2], [0.4, 0.1, 1.0], [-0.2, -0.1, -0.8], [0.2, 1.6, -0.5], [0.3, -3.5, 1.5], [-1.0, 2.4, -0.7], [0.6, -0.4, 0.1], [-0.1, 1.1, -1.2], [0.5, -0.2, 0.6], [-0.3, 0.0, -0.3], [-0.1, 0.0, 0.1], [0.1, 0.3, -0.3], [0.2, -0.5, 0.7], [-0.1, 1.3, -0.1], [-0.4, 0.4, -0.1], [0.1, -0.3, -0.2], [0.2, 0.0, -0.4], [0.1, 0.1, 0.0], [-0.4, 0.2, -0.1], [0.1, 0.3, 0.1], [0.3, -0.1, 0.2], [-0.1, -0.2, 0.2], [0.5, -0.1, 0.0], [-0.6, 0.6, 1.7], [0.1, 0.4, 0.5], [-0.5, -0.2, -0.2], [0.2, 0.4, 0.0], [0.2, -0.2, -0.1], [0.4, -0.6, -0.1]], "e_above_lowest_kcal_mol": 93.31}

***

| no. | HOMO energy (eV) | LUMO level (eV) | F_max (Eh/bohr) |
| --- | --- | --- | --- |
| 1 | -10.0 | -2.53 | 0.02569 |
| 2 | -8.2 | -0.04 | 0.09852 |
| 3 | -7.1 | 0.14 | 0.07377 |